Computed, not measured: a 2-piece molecular cluster, C13H32ClNO3P2 overall, with ωB97M-V with the def2-TZVPD basis set.

net charge: 0
relative energy (zero: lowest compared OMol25 entry of this formula, charge and spin): 0.0 kcal/mol
frontier orbital gap: 5.27 eV
E_LUMO: -0.2 eV

Bonds (Å) are listed after each position.
CARTESIAN COORDINATES (ANGSTROEM)
1 O 4.944 -0.004 -0.941  P2 1.666, H9 0.968
2 P 4.229 -0.814 -2.209  O1 1.666, Cl3 2.126, P4 2.330
3 Cl 2.293 -1.049 -1.364  P2 2.126
4 P 3.723 0.932 -3.667  P2 2.330, O5 1.750, O8 1.755, H10 1.428, H11 1.449, H12 1.440
5 O 5.449 1.215 -3.635  P4 1.750, C6 1.401
6 C 6.172 0.490 -4.591  O5 1.401, C7 1.532, H13 1.095, H14 1.100
7 C 5.265 -0.623 -5.125  C6 1.532, O8 1.392, H15 1.098, H16 1.096
8 O 3.966 -0.129 -5.044  P4 1.755, C7 1.392
9 H 5.861 -0.312 -0.915  O1 0.968
10 H 3.460 2.037 -4.533  P4 1.428
11 H 3.557 1.751 -2.483  P4 1.449
12 H 2.331 0.565 -3.620  P4 1.440
13 H 7.133 0.132 -4.208  C6 1.095
14 H 6.395 1.171 -5.425  C6 1.100
15 H 5.382 -1.569 -4.581  C7 1.098
16 H 5.550 -0.841 -6.160  C7 1.096
17 C -4.785 -0.023 3.480  C18 1.527, H29 1.091, H30 1.089, H31 1.091
18 C -3.563 0.850 3.758  C17 1.527, C19 1.533, H32 1.093, H33 1.092
19 C -3.013 1.558 2.514  C18 1.533, C20 1.521, H34 1.093, H35 1.094
20 C -2.640 0.685 1.325  C19 1.521, N21 1.526, H36 1.087, H37 1.084
21 N -1.402 -0.200 1.436  C20 1.526, C22 1.510, C25 1.522, C26 1.512
22 C -0.515 0.024 0.234  N21 1.510, C23 1.510, H38 1.091, H39 1.087
23 C 0.225 1.306 0.532  C22 1.510, C24 1.535, H40 1.092, H41 1.088
24 C 0.539 1.193 2.031  C23 1.535, C25 1.537, H42 1.088, H43 1.088
25 C -0.474 0.177 2.582  N21 1.522, C24 1.537, H44 1.080, H45 1.086
26 C -1.777 -1.661 1.538  N21 1.512, C27 1.524, H46 1.092, H47 1.089
27 C -2.289 -2.339 0.273  C26 1.524, C28 1.527, H48 1.093, H49 1.091
28 C -3.643 -1.925 -0.298  C27 1.527, H50 1.093, H51 1.089, H52 1.090
29 H -4.572 -0.832 2.779  C17 1.091
30 H -5.139 -0.485 4.401  C17 1.089
31 H -5.606 0.566 3.068  C17 1.091
32 H -2.801 0.249 4.260  C18 1.093
33 H -3.843 1.624 4.475  C18 1.092
34 H -2.191 2.230 2.771  C19 1.093
35 H -3.808 2.210 2.139  C19 1.094
36 H -2.481 1.313 0.452  C20 1.087
37 H -3.476 0.033 1.100  C20 1.084
38 H 0.175 -0.818 0.182  C22 1.091
39 H -1.122 0.055 -0.668  C22 1.087
40 H -0.407 2.173 0.332  C23 1.092
41 H 1.116 1.393 -0.088  C23 1.088
42 H 0.463 2.156 2.533  C24 1.088
43 H 1.551 0.824 2.189  C24 1.088
44 H -1.045 0.550 3.419  C25 1.080
45 H 0.018 -0.740 2.894  C25 1.086
46 H -2.489 -1.741 2.362  C26 1.092
47 H -0.863 -2.174 1.832  C26 1.089
48 H -2.342 -3.397 0.542  C27 1.093
49 H -1.528 -2.280 -0.507  C27 1.091
50 H -4.420 -1.898 0.470  C28 1.093
51 H -3.952 -2.651 -1.048  C28 1.089
52 H -3.612 -0.956 -0.796  C28 1.090

Atom charges from the Mulliken analysis, given in e for atoms 1 to 2: atom 1 (O): -0.48, atom 2 (P): 0.11